Record 1
{"formula": "C3H3NO3", "method": "ωB97M-V with the def2-TZVPD basis set", "species": ["O", "C", "C", "C", "O", "N", "O", "H", "H", "H"], "coordinates": [[-2.2891, -0.6612, -0.9308], [-1.1207, -0.4575, -1.1554], [-0.1120, -0.0627, -0.1326], [-0.3383, -0.2157, 1.3316], [-1.1582, -0.9894, 1.7921], [0.9340, 0.4639, -0.6531], [1.8675, 0.8450, 0.2449], [-0.7004, -0.5019, -2.2004], [0.3216, 0.3939, 1.9725], [2.5955, 1.1856, -0.2687]], "forces_ev_per_angstrom": [[0.835, 0.095, -0.050], [-0.727, -0.088, -0.697], [0.095, 0.208, -0.174], [-0.706, -0.941, 0.790], [0.982, 0.960, -0.561], [-0.253, -0.351, -0.296], [-0.119, -0.055, 0.790], [-0.196, 0.028, 0.624], [-0.204, -0.048, -0.002], [0.291, 0.192, -0.424]], "nbo_charge": [-0.470, 0.396, -0.049, 0.365, -0.452, -0.025, -0.527, 0.129, 0.144, 0.490], "e_lumo_ev": -0.756, "e_above_lowest_kcal_mol": 79.5, "max_force_ev_per_a": 1.5, "smiles": "O=CC(C=O)=NO"}

***

Record 2
{"formula": "C3H3NO3", "method": "ωB97M-V with the def2-TZVPD basis set", "species": ["O", "C", "N", "C", "O", "C", "O", "H", "H", "H"], "coordinates": [[-2.2321, 0.2282, 1.5103], [-1.6654, -0.3284, 0.6246], [-0.2095, -0.6029, 0.6106], [0.2654, 0.3226, -0.2533], [-0.5227, 1.1566, -0.6688], [1.7130, 0.3793, -0.7182], [2.0131, 1.2318, -1.5083], [-2.1158, -0.6764, -0.3156], [0.3048, -1.3728, 1.0250], [2.4491, -0.3380, -0.3063]], "forces_ev_per_angstrom": [[0.390, -0.694, -0.261], [-0.316, -0.224, 0.550], [-0.028, 0.294, -0.050], [-0.313, 0.508, -0.239], [0.384, -0.056, -0.196], [0.326, 0.425, -0.324], [0.177, -0.591, 0.384], [-0.186, 0.060, 0.196], [-0.337, 0.282, -0.033], [-0.097, -0.003, -0.028]], "nbo_charge": [-0.473, 0.574, -0.694, 0.541, -0.549, 0.337, -0.419, 0.137, 0.425, 0.122], "e_lumo_ev": -0.524, "e_above_lowest_kcal_mol": 44.8, "max_force_ev_per_a": 0.8, "smiles": "O=CNC(=O)C=O"}

***

Record 3
{"formula": "C3H3NO3", "method": "ωB97M-V with the def2-TZVPD basis set", "species": ["O", "C", "C", "C", "O", "N", "O", "H", "H", "H"], "coordinates": [[-2.3861, 0.1730, 0.7901], [-1.2220, 0.1989, 1.0587], [-0.2323, -0.0136, 0.0627], [-0.3990, -0.3682, -1.3808], [-1.2021, 0.0217, -2.2112], [0.9053, 0.0116, 0.7313], [2.0028, 0.0078, -0.0628], [-0.6284, 0.6383, 2.0708], [0.4190, -1.1089, -1.4538], [2.7427, 0.4394, 0.3948]], "forces_ev_per_angstrom": [[-0.595, -0.071, 0.895], [-0.565, 1.986, 2.200], [2.836, -0.107, 1.108], [-0.121, 0.289, -0.290], [1.562, -0.765, 1.715], [-0.529, 1.003, -1.695], [0.355, -0.226, -0.918], [-2.148, -1.362, -1.803], [-0.297, -0.310, -1.633], [-0.497, -0.435, 0.420]], "nbo_charge": [-0.484, 0.393, -0.058, 0.394, -0.439, -0.016, -0.544, 0.129, 0.131, 0.495], "e_lumo_ev": -0.981, "e_above_lowest_kcal_mol": 105.0, "max_force_ev_per_a": 3.1, "smiles": "O=CC(C=O)=NO"}

***

Record 4
{"formula": "C3H3NO3", "method": "ωB97M-V with the def2-TZVPD basis set", "species": ["H", "N", "C", "C", "O", "O", "C", "O", "H", "H"], "coordinates": [[0.8673, -1.2833, -1.1775], [1.3232, -0.6555, -0.5225], [0.5259, 0.0811, 0.0969], [1.0608, 1.1936, 0.9592], [1.0743, 2.2112, 0.3114], [-0.8365, 0.3135, -0.1358], [-1.6186, -0.7475, -0.4356], [-1.2320, -1.8746, -0.5645], [1.4971, 1.1737, 1.9866], [-2.6615, -0.4122, -0.5182]], "forces_ev_per_angstrom": [[0.006, 0.077, -0.134], [-0.349, -0.271, 0.630], [0.415, -0.272, -0.150], [0.264, 1.037, -0.856], [0.184, 0.566, 0.789], [0.132, -0.334, 0.323], [0.046, -0.646, -0.063], [-0.416, 0.466, -0.014], [-0.409, -0.589, -0.476], [0.128, -0.034, -0.048]], "nbo_charge": [0.377, -0.600, 0.453, 0.358, -0.467, -0.509, 0.650, -0.558, 0.158, 0.137], "e_lumo_ev": 0.229, "e_above_lowest_kcal_mol": 48.5, "max_force_ev_per_a": 1.4, "smiles": "[H]/N=C(/C=O)OC=O"}

***

Record 5
{"formula": "C3H3NO3S", "method": "ωB97M-V with the def2-TZVPD basis set", "species": ["C", "S", "O", "O", "C", "N", "C", "O", "H", "H", "H"], "coordinates": [[-0.7613, 1.2885, -0.3139], [-1.1838, -0.1397, 0.4148], [-2.5627, -0.5540, 0.2587], [-0.1731, -1.0426, 1.3827], [0.1082, -1.2702, -0.0241], [1.3336, -0.8479, -0.6183], [1.9210, 0.2051, -0.4606], [2.8038, 0.9313, -0.4443], [0.1176, 1.6622, -0.0419], [-1.4948, 1.9861, 0.1587], [-0.1086, -2.2189, -0.3118]], "forces_ev_per_angstrom": [[-4.971, -0.005, 1.161], [1.522, -1.956, -3.427], [0.688, 0.183, 1.165], [-0.304, 0.775, 1.170], [0.202, 2.667, -0.258], [-2.167, -0.421, 1.081], [1.014, -1.816, -0.524], [0.638, 2.110, 0.273], [4.109, 1.251, 0.946], [0.073, -0.102, -0.853], [-0.805, -2.687, -0.734]], "nbo_charge": [-0.905, 1.904, -0.838, -0.631, -0.024, -0.562, 0.871, -0.449, 0.201, 0.230, 0.202], "e_lumo_ev": -0.393, "e_above_lowest_kcal_mol": 137.0, "max_force_ev_per_a": 5.1, "smiles": "C=[S@]1(=O)O[C@@H]1N=C=O"}

***

Record 6
{"formula": "C3H3NO3S", "method": "ωB97M-V with the def2-TZVPD basis set", "species": ["O", "C", "S", "C", "O", "C", "N", "O", "H", "H", "H"], "coordinates": [[1.3294, -2.1446, 0.4679], [0.6150, -1.2314, 0.7052], [0.5829, -0.4736, 2.3114], [-0.2864, -0.6329, -0.4053], [0.5426, 0.1445, -1.2412], [0.0292, 1.4102, -1.0412], [-0.9979, 1.5285, -0.3317], [-1.2980, 0.2261, 0.0179], [-0.4026, 0.4310, 2.0451], [-0.6347, -1.5136, -0.9923], [0.5206, 2.2558, -1.5359]], "forces_ev_per_angstrom": [[0.604, -0.898, -0.402], [-0.775, 1.136, 0.745], [-0.371, 0.399, -0.098], [0.471, -1.366, -0.522], [-0.511, 1.583, 0.081], [1.576, 0.686, -1.253], [0.307, 0.357, -0.317], [-1.309, -1.472, 1.005], [0.417, -0.452, 0.081], [-0.247, 0.617, 0.393], [-0.163, -0.590, 0.289]], "nbo_charge": [-0.512, 0.380, -0.009, 0.254, -0.461, 0.305, -0.151, -0.378, 0.160, 0.196, 0.217], "e_lumo_ev": 0.624, "e_above_lowest_kcal_mol": 66.7, "max_force_ev_per_a": 2.2, "smiles": "O=C(S)[C@@H]1OC=NO1"}

***

Record 7
{"formula": "C3H3NO4", "method": "ωB97M-V with the def2-TZVPD basis set", "species": ["C", "C", "C", "H", "H", "H", "N", "O", "O", "O", "O"], "coordinates": [[-1.0434, 0.0835, 0.0467], [1.2088, -0.3951, 0.0024], [0.1853, 0.7564, -0.3450], [-2.4736, 1.4248, 1.4208], [-1.5632, -1.7045, -0.7364], [1.4375, 2.0436, 0.5209], [-0.9854, -1.2829, -0.0875], [-2.4257, 0.3284, 0.1621], [0.4548, -1.5009, -0.0701], [2.3864, -0.2416, 0.3224], [0.5087, 1.9824, -0.2665]], "forces_ev_per_angstrom": [[-1.991, 1.275, -2.025], [-1.391, 3.654, -0.931], [-1.844, -5.869, 2.718], [0.018, -3.035, -3.649], [-0.421, -1.508, -2.215], [-3.682, -0.252, -3.520], [4.552, 2.424, 3.741], [2.521, 4.325, 3.444], [0.196, -3.439, -0.587], [-2.443, -1.017, -0.628], [4.485, 3.442, 3.653]], "nbo_charge": [0.355, 0.707, 0.097, 0.424, 0.394, 0.485, -0.284, -0.606, -0.350, -0.592, -0.630], "e_lumo_ev": -2.232, "e_above_lowest_kcal_mol": 205.5, "max_force_ev_per_a": 6.7}

***

Record 8
{"formula": "C3H3NOS", "method": "ωB97M-V with the def2-TZVPD basis set", "species": ["C", "C", "C", "H", "H", "H", "N", "O", "S"], "coordinates": [[0.2032, -0.4411, -0.4836], [-0.6256, 0.6300, -0.4003], [0.4419, 0.7448, 1.3149], [-0.5888, -1.7129, -1.9486], [-1.7763, 0.5491, -0.7302], [1.1591, 0.8199, 2.2822], [-0.4688, 1.4074, 0.7804], [1.0018, -0.1739, 0.5530], [0.6535, -1.8233, -1.3679]], "forces_ev_per_angstrom": [[0.302, 2.852, 1.127], [-6.346, -0.489, -1.663], [5.158, 0.797, 3.851], [0.859, -0.620, -0.123], [3.009, 0.769, -0.122], [-2.397, 0.548, -2.130], [-1.539, -0.624, -1.171], [2.414, -3.013, 1.368], [-1.460, -0.220, -1.138]], "nbo_charge": [0.040, -0.158, 0.334, 0.152, 0.208, 0.198, -0.444, -0.441, 0.111], "e_lumo_ev": 0.590, "e_above_lowest_kcal_mol": 46.4, "max_force_ev_per_a": 6.6}